Entry 1:
A molecular structure, C19H20N2Tl in a non-equilibrium geometry. Source: the OMol25 dataset; level of theory: the ωB97M-V functional and the def2-TZVPD basis.

```
42
Properties=species:S:1:pos:R:3:lowdin_charge:R:1
C 2.614 3.078 -0.721 -0.23
C 1.475 3.446 -1.505 -0.25
C 1.165 2.356 -2.378 -0.21
C 2.127 1.324 -2.151 -0.21
C 3.018 1.764 -1.123 -0.22
Tl 0.573 1.460 0.220 1.01
N 0.716 0.805 2.263 -0.14
C -0.140 2.323 2.338 -0.40
C -0.702 2.965 1.126 -0.25
H 0.395 2.351 -3.146 0.08
H 0.981 4.415 -1.493 0.08
H 2.216 0.400 -2.716 0.09
H 3.900 1.234 -0.772 0.08
H 3.137 3.719 -0.014 0.08
H -0.306 3.956 0.930 0.04
H -0.973 2.063 3.017 0.08
H 1.635 1.139 2.620 -0.04
H -1.762 2.793 0.981 0.03
H 0.542 3.027 2.863 0.08
C 1.664 -3.915 -1.958 -0.14
C 2.377 -2.845 -1.398 -0.12
C 1.701 -1.805 -0.770 -0.06
C 0.283 -1.784 -0.730 -0.31
C -0.422 -2.895 -1.268 -0.05
C 0.264 -3.940 -1.880 -0.12
N -0.391 -0.691 -0.217 -0.05
C -1.561 -0.840 0.517 -0.33
C -2.589 0.133 0.402 -0.07
C -3.750 0.021 1.157 -0.12
C -3.918 -1.054 2.043 -0.14
C -2.897 -2.005 2.192 -0.11
C -1.734 -1.907 1.436 -0.04
H 2.198 -4.730 -2.451 0.08
H 3.467 -2.821 -1.447 0.09
H 2.239 -0.986 -0.284 0.08
H -1.511 -2.904 -1.199 0.11
H -0.299 -4.775 -2.297 0.09
H -2.433 0.961 -0.298 0.09
H -4.532 0.776 1.048 0.09
H -4.839 -1.148 2.620 0.08
H -3.006 -2.832 2.895 0.09
H -0.923 -2.631 1.545 0.12
```

Its total charge is -1. The calculation puts the HOMO-LUMO gap at 0.2346 Ha. The value obtained for the highest occupied orbital energy is -3.6 eV. The spin multiplicity is 1.

Entry 2:
A single C19H20N4O5 molecule. Source: the OMol25 dataset; level of theory: the ωB97M-V functional and the def2-TZVPD basis.

```
48
Properties=species:S:1:pos:R:3:lowdin_charge:R:1
C -4.343 -1.230 -2.918 -0.06
C -3.789 -1.519 -1.526 -0.23
O -3.054 -0.435 -0.999 -0.05
C -3.699 0.698 -0.596 -0.20
C -5.063 0.812 -0.369 -0.02
C -5.605 1.992 0.115 -0.09
C -4.795 3.078 0.382 -0.09
C -3.435 2.989 0.142 0.00
C -2.883 1.820 -0.354 -0.18
O -1.520 1.779 -0.530 0.04
C -1.058 1.198 -1.677 -0.20
C -1.641 1.226 -2.951 -0.09
N -0.880 0.592 -3.826 0.05
N 0.176 0.167 -3.152 0.03
C 0.140 0.495 -1.834 -0.11
C 1.168 0.149 -0.877 -0.08
C 1.063 0.593 0.441 0.01
C 2.004 0.286 1.405 -0.01
C 3.103 -0.491 1.066 -0.25
O 4.104 -0.869 1.919 -0.05
C 4.029 -0.448 3.261 -0.10
C 5.217 -0.981 4.058 -0.48
O 5.370 -0.728 5.236 0.06
N 6.068 -1.746 3.354 -0.01
N 7.277 -2.215 3.900 0.04
C 3.233 -0.942 -0.246 0.06
C 2.289 -0.633 -1.209 -0.23
O 2.449 -1.092 -2.487 0.05
H -4.840 -2.115 -3.305 0.08
H -3.531 -0.955 -3.586 0.07
H -5.058 -0.410 -2.887 0.07
H -4.589 -1.818 -0.838 0.11
H -3.059 -2.331 -1.577 0.13
H -5.718 -0.025 -0.552 0.11
H -6.670 2.052 0.287 0.10
H -5.216 3.995 0.765 0.10
H -2.778 3.824 0.330 0.12
H -2.568 1.675 -3.247 0.12
H 0.911 -0.349 -3.608 0.14
H 0.213 1.197 0.710 0.12
H 1.868 0.658 2.407 0.11
H 3.114 -0.815 3.745 0.15
H 4.042 0.648 3.338 0.15
H 5.958 -1.856 2.357 0.14
H 7.139 -3.154 4.279 0.09
H 7.500 -1.608 4.691 0.08
H 4.093 -1.544 -0.502 0.13
H 3.261 -1.613 -2.537 0.12
```

The calculation puts the HOMO-LUMO gap at 0.2985 Ha. The value obtained for the highest occupied orbital energy is -7.7 eV. The spin multiplicity is 1.

Entry 3:
A molecular structure, C19H20N5NiS3Te. Source: the OMol25 dataset; level of theory: the ωB97M-V functional and the def2-TZVPD basis.

```
49
Properties=species:S:1:pos:R:3:lowdin_charge:R:1
Ni 0.341 0.775 -0.696 0.01
N -1.636 3.408 -0.356 0.13
C -0.367 3.730 -0.820 -0.27
C -0.165 5.063 -1.209 -0.02
C 1.071 5.446 -1.670 -0.06
C 2.092 4.500 -1.731 -0.06
C 1.808 3.216 -1.330 -0.13
N 0.600 2.818 -0.888 0.06
C -2.179 2.254 0.193 -0.27
C -3.417 2.372 0.841 -0.01
C -4.000 1.244 1.364 -0.06
C -3.345 0.021 1.241 -0.05
C -2.133 0.000 0.592 -0.11
N -1.551 1.095 0.072 0.07
H -2.247 4.203 -0.289 0.13
H -0.980 5.773 -1.143 0.11
H 1.242 6.470 -1.976 0.11
H 3.081 4.753 -2.081 0.11
H 2.561 2.438 -1.343 0.05
H -3.894 3.340 0.924 0.11
H -4.957 1.313 1.866 0.11
H -3.766 -0.893 1.632 0.11
H -1.583 -0.920 0.456 0.08
Te 2.335 -1.594 -1.596 1.06
C 1.989 -3.224 -0.359 -0.91
C 2.303 -4.525 -0.637 -0.24
C 1.842 -5.417 0.367 -0.19
C 1.191 -4.771 1.375 -0.42
S 1.127 -3.083 1.115 0.92
H 2.879 -4.819 -1.503 0.10
H 2.003 -6.486 0.348 0.10
H 0.760 -5.205 2.263 0.06
C 4.929 -3.423 1.555 -0.07
N 5.433 -2.486 0.587 -0.21
C 5.883 -1.162 1.031 -0.16
C 6.265 -0.491 -0.290 -0.17
N 6.145 -1.617 -1.226 -0.05
C 5.583 -2.733 -0.716 -0.14
S 2.607 0.085 -0.025 0.00
H 4.069 -3.000 2.083 0.07
H 5.696 -3.679 2.293 0.08
H 4.615 -4.324 1.037 0.07
H 6.730 -1.258 1.717 0.11
H 5.070 -0.643 1.542 0.08
H 7.283 -0.097 -0.277 0.10
H 5.572 0.312 -0.547 0.07
H 6.192 -1.481 -2.218 0.10
S -0.981 -1.879 -2.306 0.53
C 0.079 -0.886 -1.647 -1.05
```

The calculation puts the HOMO-LUMO gap (alpha / beta) at 0.2468 / 0.2504 Ha. The value obtained for the highest occupied orbital energy (alpha / beta) is -6.4 / -6.5 eV. The spin multiplicity is 2.

Entry 4:
2 unconnected molecules or ions with the total composition C19H20N6O3S in a non-equilibrium geometry. Source: the OMol25 dataset; level of theory: the ωB97M-V functional and the def2-TZVPD basis.

```
49
Properties=species:S:1:pos:R:3:lowdin_charge:R:1
C 6.087 2.837 -0.235 -0.08
C 4.904 3.609 -0.565 -0.30
C 3.691 2.806 -0.776 -0.21
H 2.732 3.288 -1.087 0.10
C 3.197 1.775 0.376 -0.10
N 1.900 1.108 0.411 0.02
C 0.604 1.577 0.480 -0.29
N 0.429 3.054 0.332 0.16
H 1.089 3.611 0.839 0.06
H -0.471 3.250 0.606 -0.02
C -0.280 0.873 0.081 -0.16
C 0.452 -0.411 -0.183 0.12
C 1.918 -0.337 0.013 -0.02
C 2.981 -1.028 0.188 -0.41
O 4.136 -0.922 0.234 0.15
N 2.425 -2.440 0.030 -0.09
N 1.285 -2.915 -0.301 0.24
C 0.264 -1.923 -0.285 -0.14
N -0.886 -2.260 -0.880 -0.29
O -1.522 -3.226 -0.087 -0.03
O -1.465 -1.862 -1.916 0.09
C 3.323 -3.414 0.092 -0.35
C 3.531 -3.984 1.395 -0.07
H 3.832 -3.296 2.211 0.11
H 4.228 -4.763 1.098 0.09
H 2.643 -4.426 1.653 0.05
H 4.421 -3.299 -0.378 0.17
H 3.126 -4.098 -0.804 0.16
C -1.725 0.666 0.189 -0.49
N -2.325 -0.391 0.304 0.15
C -3.682 0.013 0.175 -0.20
C -4.734 -1.073 0.230 0.03
C -5.983 -0.586 0.354 -0.22
C -6.359 0.594 0.162 -0.16
C -5.385 1.615 0.056 -0.08
C -3.992 1.467 0.108 -0.52
S -2.558 2.219 -0.256 1.12
H -5.600 2.745 0.199 0.13
H -7.391 1.067 0.186 0.14
H -6.924 -1.223 0.525 0.15
H -4.353 -2.163 0.626 0.17
H 2.916 2.720 1.607 0.20
H 3.860 1.193 0.799 0.02
H 3.686 1.850 -1.514 0.16
H 4.763 4.286 -1.534 0.16
H 4.730 4.236 0.261 0.09
H 6.968 3.406 -0.241 0.07
H 6.334 1.974 -1.082 0.16
H 6.025 2.385 0.516 -0.05
```

The calculation puts the HOMO-LUMO gap at 0.2794 Ha. The value obtained for the highest occupied orbital energy is -8.4 eV. The spin multiplicity is 1.

What is the spin multiplicity in the first record?
1

Copy entry 2 word for word.
A single C19H20N4O5 molecule. Source: the OMol25 dataset; level of theory: the ωB97M-V functional and the def2-TZVPD basis.

```
48
Properties=species:S:1:pos:R:3:lowdin_charge:R:1
C -4.343 -1.230 -2.918 -0.06
C -3.789 -1.519 -1.526 -0.23
O -3.054 -0.435 -0.999 -0.05
C -3.699 0.698 -0.596 -0.20
C -5.063 0.812 -0.369 -0.02
C -5.605 1.992 0.115 -0.09
C -4.795 3.078 0.382 -0.09
C -3.435 2.989 0.142 0.00
C -2.883 1.820 -0.354 -0.18
O -1.520 1.779 -0.530 0.04
C -1.058 1.198 -1.677 -0.20
C -1.641 1.226 -2.951 -0.09
N -0.880 0.592 -3.826 0.05
N 0.176 0.167 -3.152 0.03
C 0.140 0.495 -1.834 -0.11
C 1.168 0.149 -0.877 -0.08
C 1.063 0.593 0.441 0.01
C 2.004 0.286 1.405 -0.01
C 3.103 -0.491 1.066 -0.25
O 4.104 -0.869 1.919 -0.05
C 4.029 -0.448 3.261 -0.10
C 5.217 -0.981 4.058 -0.48
O 5.370 -0.728 5.236 0.06
N 6.068 -1.746 3.354 -0.01
N 7.277 -2.215 3.900 0.04
C 3.233 -0.942 -0.246 0.06
C 2.289 -0.633 -1.209 -0.23
O 2.449 -1.092 -2.487 0.05
H -4.840 -2.115 -3.305 0.08
H -3.531 -0.955 -3.586 0.07
H -5.058 -0.410 -2.887 0.07
H -4.589 -1.818 -0.838 0.11
H -3.059 -2.331 -1.577 0.13
H -5.718 -0.025 -0.552 0.11
H -6.670 2.052 0.287 0.10
H -5.216 3.995 0.765 0.10
H -2.778 3.824 0.330 0.12
H -2.568 1.675 -3.247 0.12
H 0.911 -0.349 -3.608 0.14
H 0.213 1.197 0.710 0.12
H 1.868 0.658 2.407 0.11
H 3.114 -0.815 3.745 0.15
H 4.042 0.648 3.338 0.15
H 5.958 -1.856 2.357 0.14
H 7.139 -3.154 4.279 0.09
H 7.500 -1.608 4.691 0.08
H 4.093 -1.544 -0.502 0.13
H 3.261 -1.613 -2.537 0.12
```

The calculation puts the HOMO-LUMO gap at 0.2985 Ha. The value obtained for the highest occupied orbital energy is -7.7 eV. The spin multiplicity is 1.

Among the records above, which one has the highest spin multiplicity?
C19H20N5NiS3Te

What is the spin multiplicity in the fourth record?
1